No. 1
The following is a quantum chemistry calculation of a cluster of 2 separate species, C5H15NO2 in total at a distorted geometry, from the Open Molecules 2025 dataset.

Summary:
- E_HOMO: -8.59 eV
- Kohn-Sham gap: 0.3464 Ha
- SMILES: CCN(C)CCO.O
- ΔE to the lowest compared entry with this formula, charge and spin: 392.3 kJ/mol
- E_LUMO: 0.84 eV

Last column: natural (NBO) charge in e.
CARTESIAN COORDINATES (ANGSTROEM)
C1 1.874 0.678 -1.994  -0.635
C2 0.380 0.364 -1.799  -0.204
N1 0.119 0.657 -0.386  -0.446
C3 -0.568 1.899 -0.170  -0.433
C4 -0.579 -0.312 0.482  -0.250
C5 -0.368 -0.242 2.029  -0.071
O1 -1.523 -0.833 2.604  -0.726
H1 2.034 1.162 -2.942  0.210
H2 2.529 -0.230 -1.807  0.218
H3 2.445 1.253 -1.287  0.232
H4 -0.027 -0.501 -2.009  0.193
H5 -0.447 1.085 -2.242  0.175
H6 -1.578 2.028 -0.425  0.177
H7 -0.516 2.097 0.869  0.195
H8 0.194 2.760 -0.447  0.199
H9 -1.783 -0.364 0.342  0.121
H10 -0.129 -1.250 0.121  0.229
H11 -0.290 0.827 2.389  0.166
H12 0.427 -0.879 2.440  0.177
H13 -2.293 -0.610 2.097  0.462
H14 -0.616 -3.580 0.314  0.497
H15 0.440 -2.730 1.252  0.477
O2 0.276 -3.277 0.570  -0.963



No. 2
The following is a quantum chemistry calculation of a cluster of 2 separate species, C3H8N2O2 in total at a distorted geometry, from the Open Molecules 2025 dataset.

Summary:
- E_HOMO: -9.15 eV
- Kohn-Sham gap: 0.3230 Ha
- SMILES: C=C[C@H](N)N=O.O
- ΔE to the lowest compared entry with this formula, charge and spin: 532.0 kJ/mol
- E_LUMO: -0.36 eV

Last column: natural (NBO) charge in e.
CARTESIAN COORDINATES (ANGSTROEM)
C1 0.135 0.324 -0.324  -0.019
N1 -0.671 -0.612 0.529  0.206
N2 -0.018 1.727 -0.090  -0.822
C2 1.531 -0.154 -0.002  -0.185
C3 2.132 -1.147 -0.639  -0.350
O1 -1.011 -0.103 1.659  -0.490
O2 -2.593 -0.181 -0.088  -0.907
H1 -2.411 0.017 0.987  0.513
H2 -2.855 -1.101 -0.211  0.485
H3 -0.137 0.073 -1.349  0.212
H4 0.060 1.919 0.905  0.371
H5 -0.934 2.037 -0.393  0.376
H6 2.001 0.358 0.828  0.210
H7 1.637 -1.701 -1.424  0.196
H8 3.135 -1.457 -0.387  0.205



No. 3
The following is a quantum chemistry calculation of a cluster of 2 separate species, C2HN2OS in total at a distorted geometry, from the Open Molecules 2025 dataset.

Summary:
- E_HOMO (spin up / spin down): -2.11 / -2.11 eV
- Kohn-Sham gap (spin up / spin down): 0.2140 / 0.2140 Ha
- Total charge: -1
- ΔE to the lowest compared entry with this formula, charge and spin: 221.4 kJ/mol
- E_LUMO (spin up / spin down): 3.72 / 3.72 eV

Last column: natural (NBO) charge in e.
CARTESIAN COORDINATES (ANGSTROEM)
C1 0.996 -1.058 0.347  0.130
C2 0.191 -0.775 -0.643  -0.271
N1 -1.190 2.200 -0.381  -0.001
N2 -1.924 2.080 0.423  -0.069
O1 2.124 -1.560 0.486  -0.772
S1 -0.675 0.088 -1.677  -0.107
H1 0.479 -0.975 1.445  0.089



No. 4
The following is a quantum chemistry calculation of a structure of composition C18H22N5O2RuS2Te at a distorted geometry, from the Open Molecules 2025 dataset.

Summary:
- E_HOMO (spin up / spin down): -10.64 / -10.52 eV
- 2S+1: 5
- Kohn-Sham gap (spin up / spin down): 0.2244 / 0.1769 Ha
- Total charge: +1
- ΔE to the lowest compared entry with this formula, charge and spin: 49.5 kJ/mol
- E_LUMO (spin up / spin down): -4.54 / -5.71 eV

Last column: natural (NBO) charge in e.
CARTESIAN COORDINATES (ANGSTROEM)
Ru1 0.251 -0.049 3.175  1.132
C1 1.405 -0.838 8.243  -0.754
S1 1.981 0.683 7.455  0.430
C2 1.194 0.650 5.928  -0.076
S2 0.113 -0.643 5.467  -0.082
N1 1.430 1.687 5.166  -0.351
N2 0.880 1.625 3.955  -0.202
C3 0.826 2.686 3.189  0.101
C4 0.011 2.542 2.013  0.138
C5 -0.262 3.566 1.115  -0.187
C6 -1.176 3.347 0.099  -0.116
C7 -1.820 2.118 0.021  -0.226
C8 -1.486 1.130 0.928  0.095
N3 -0.580 1.320 1.887  -0.488
H1 1.773 -0.796 9.265  0.254
H2 1.820 -1.702 7.731  0.243
H3 0.318 -0.872 8.247  0.239
H4 1.296 3.612 3.490  0.246
H5 0.233 4.520 1.234  0.248
H6 -1.402 4.126 -0.615  0.248
H7 -2.577 1.925 -0.724  0.252
H8 -1.967 0.163 0.908  0.222
N4 -0.324 -2.007 2.328  -0.635
N5 0.869 -2.729 2.083  -0.514
C9 2.082 -2.268 2.663  0.863
O1 3.000 -3.040 2.751  -0.584
O2 2.073 -1.009 2.998  -0.715
H9 -0.878 -2.455 3.055  0.390
H10 -0.867 -2.005 1.469  0.401
H11 0.780 -3.733 2.062  0.401
C10 -1.206 -0.658 -7.457  -0.637
C11 -0.800 -0.596 -6.016  0.052
C12 0.532 -0.455 -5.643  -0.229
C13 0.927 -0.392 -4.317  -0.021
C14 2.393 -0.259 -4.006  -0.645
C15 -0.056 -0.495 -3.305  -0.224
Te1 0.578 -0.504 -1.304  0.188
C16 -1.415 -0.634 -3.664  -0.032
C17 -2.535 -0.731 -2.664  -0.645
C18 -1.752 -0.683 -5.007  -0.233
H12 -0.340 -0.653 -8.115  0.224
H13 -1.833 0.201 -7.704  0.231
H14 -1.793 -1.554 -7.660  0.231
H15 1.296 -0.399 -6.410  0.215
H16 2.958 -0.044 -4.911  0.225
H17 2.775 -1.188 -3.580  0.230
H18 2.575 0.539 -3.287  0.228
H19 -2.167 -0.972 -1.670  0.212
H20 -3.256 -1.489 -2.973  0.232
H21 -3.080 0.216 -2.617  0.214
H22 -2.797 -0.803 -5.277  0.212



No. 5
The following is a quantum chemistry calculation of the molecule C2H2N2OS at a distorted geometry, from the Open Molecules 2025 dataset.

Summary:
- E_HOMO: -8.91 eV
- Kohn-Sham gap: 0.3345 Ha
- SMILES: C1=NOC=NS1
- ΔE to the lowest compared entry with this formula, charge and spin: 255.4 kJ/mol
- E_LUMO: 0.19 eV

Last column: natural (NBO) charge in e.
CARTESIAN COORDINATES (ANGSTROEM)
C1 0.779 -1.181 -0.089  -0.154
C2 -0.788 1.084 0.102  0.395
H1 1.270 -2.114 -0.208  0.228
H2 -1.614 1.735 0.269  0.185
N1 -0.091 -1.053 0.903  -0.112
N2 -0.168 1.152 -1.000  -0.594
O1 -0.621 0.221 1.161  -0.370
S1 1.233 0.156 -1.138  0.423



No. 6
The following is a quantum chemistry calculation of a structure of composition C31H50N3OP2Ru at a distorted geometry, from the Open Molecules 2025 dataset.

Summary:
- E_HOMO (spin up / spin down): -15.32 / -17.04 eV
- 2S+1: 5
- Kohn-Sham gap (spin up / spin down): 0.2254 / 0.1593 Ha
- Total charge: +3
- ΔE to the lowest compared entry with this formula, charge and spin: 15.3 kJ/mol
- E_LUMO (spin up / spin down): -9.18 / -12.70 eV

Last column: Mulliken spin population.
CARTESIAN COORDINATES (ANGSTROEM)
C1 -1.738 -1.428 -1.431  0.019
C2 0.471 -1.885 -1.180  0.096
C3 -1.753 -2.224 -2.540  0.008
C4 0.472 -2.956 -2.120  0.054
C5 -0.712 -3.080 -2.840  -0.006
H1 -2.580 -2.247 -3.179  0.000
H2 1.469 -3.367 -2.556  0.004
H3 -0.641 -3.731 -3.747  0.001
N1 -0.716 -1.603 -0.591  0.007
P1 -2.732 -0.109 0.638  -0.010
P2 2.569 -0.417 0.380  0.507
C6 -2.726 -0.357 -1.201  -0.007
H4 -2.476 0.622 -1.683  0.001
H5 -3.695 -0.666 -1.608  0.000
C7 1.569 -0.791 -1.242  0.311
H6 2.410 -1.438 -1.678  -0.065
C8 4.015 0.438 -0.577  0.112
C9 3.370 -1.239 2.199  0.201
C10 -3.459 1.625 0.831  0.013
C11 -3.900 -1.533 1.144  0.020
C12 3.769 1.919 -0.249  0.085
H7 3.795 2.162 0.823  -0.006
H8 4.565 2.498 -0.739  0.012
H9 2.805 2.267 -0.654  -0.009
C13 5.408 -0.031 -0.158  0.015
H10 5.647 0.102 0.900  0.004
H11 5.595 -1.074 -0.450  -0.008
H12 6.133 0.569 -0.726  0.001
C14 4.061 0.323 -2.118  0.041
H13 4.777 1.096 -2.462  0.002
H14 4.380 -0.659 -2.495  0.004
H15 3.122 0.554 -2.620  0.010
C15 4.105 -0.141 2.958  0.006
H16 3.415 0.596 3.394  0.001
H17 4.659 -0.579 3.804  0.007
H18 4.829 0.425 2.370  0.002
C16 2.322 -1.817 3.133  0.024
H19 1.658 -1.064 3.570  0.002
H20 1.718 -2.603 2.665  -0.001
H21 2.827 -2.289 3.997  0.000
C17 4.201 -2.399 1.694  0.071
H22 5.025 -2.099 1.048  0.000
H23 4.626 -2.954 2.544  0.019
H24 3.559 -3.087 1.125  -0.010
C18 -4.295 -1.313 2.622  0.001
H25 -4.907 -2.181 2.930  0.000
H26 -3.397 -1.285 3.272  -0.005
H27 -4.891 -0.393 2.758  0.001
C19 -3.185 -2.904 1.044  0.009
H28 -2.844 -3.101 0.015  -0.001
H29 -2.340 -2.982 1.742  -0.003
H30 -3.933 -3.669 1.327  0.000
C20 -5.150 -1.644 0.230  0.001
H31 -5.802 -2.419 0.675  0.001
H32 -5.716 -0.703 0.164  0.000
H33 -4.880 -1.989 -0.785  0.000
C21 -2.611 2.617 -0.005  -0.005
H34 -2.822 2.521 -1.082  -0.002
H35 -2.861 3.645 0.316  0.001
H36 -1.526 2.452 0.143  0.027
C22 -3.362 2.027 2.322  0.013
H37 -2.310 2.181 2.618  -0.001
H38 -3.902 2.979 2.454  0.000
H39 -3.808 1.268 2.984  -0.001
C23 -4.929 1.668 0.363  0.001
H40 -5.052 1.294 -0.670  0.000
H41 -5.591 1.115 1.052  0.000
H42 -5.241 2.728 0.377  0.000
Ru1 -0.580 -0.141 1.123  0.396
C24 -0.754 -1.308 2.499  -0.025
O1 -0.890 -2.014 3.441  0.073
N2 0.266 1.125 -0.266  1.200
C25 0.918 0.472 -1.284  -0.185
C26 0.838 1.415 -2.512  0.206
C27 0.715 2.796 -2.276  0.224
C28 1.014 1.017 -3.857  0.056
C29 0.669 3.710 -3.300  0.008
H43 0.726 3.141 -1.237  0.009
C30 0.996 1.992 -4.875  0.199
H44 1.262 -0.002 -4.228  0.009
C31 0.849 3.379 -4.631  0.245
H45 0.528 4.741 -3.045  0.004
H46 1.138 1.786 -5.933  0.008
H47 0.824 4.175 -5.389  -0.015
N3 0.065 1.421 2.481  0.012
H48 1.051 1.275 2.738  -0.002
H49 -0.501 1.470 3.333  0.003
H50 0.002 2.310 1.981  0.001



What did the third record say?
The following is a quantum chemistry calculation of a cluster of 2 separate species, C2HN2OS in total at a distorted geometry, from the Open Molecules 2025 dataset.

Summary:
- E_HOMO (spin up / spin down): -2.11 / -2.11 eV
- Kohn-Sham gap (spin up / spin down): 0.2140 / 0.2140 Ha
- Total charge: -1
- ΔE to the lowest compared entry with this formula, charge and spin: 221.4 kJ/mol
- E_LUMO (spin up / spin down): 3.72 / 3.72 eV

Last column: natural (NBO) charge in e.
CARTESIAN COORDINATES (ANGSTROEM)
C1 0.996 -1.058 0.347  0.130
C2 0.191 -0.775 -0.643  -0.271
N1 -1.190 2.200 -0.381  -0.001
N2 -1.924 2.080 0.423  -0.069
O1 2.124 -1.560 0.486  -0.772
S1 -0.675 0.088 -1.677  -0.107
H1 0.479 -0.975 1.445  0.089



Copy entry 1 word for word.
The following is a quantum chemistry calculation of a cluster of 2 separate species, C5H15NO2 in total at a distorted geometry, from the Open Molecules 2025 dataset.

Summary:
- E_HOMO: -8.59 eV
- Kohn-Sham gap: 0.3464 Ha
- SMILES: CCN(C)CCO.O
- ΔE to the lowest compared entry with this formula, charge and spin: 392.3 kJ/mol
- E_LUMO: 0.84 eV

Last column: natural (NBO) charge in e.
CARTESIAN COORDINATES (ANGSTROEM)
C1 1.874 0.678 -1.994  -0.635
C2 0.380 0.364 -1.799  -0.204
N1 0.119 0.657 -0.386  -0.446
C3 -0.568 1.899 -0.170  -0.433
C4 -0.579 -0.312 0.482  -0.250
C5 -0.368 -0.242 2.029  -0.071
O1 -1.523 -0.833 2.604  -0.726
H1 2.034 1.162 -2.942  0.210
H2 2.529 -0.230 -1.807  0.218
H3 2.445 1.253 -1.287  0.232
H4 -0.027 -0.501 -2.009  0.193
H5 -0.447 1.085 -2.242  0.175
H6 -1.578 2.028 -0.425  0.177
H7 -0.516 2.097 0.869  0.195
H8 0.194 2.760 -0.447  0.199
H9 -1.783 -0.364 0.342  0.121
H10 -0.129 -1.250 0.121  0.229
H11 -0.290 0.827 2.389  0.166
H12 0.427 -0.879 2.440  0.177
H13 -2.293 -0.610 2.097  0.462
H14 -0.616 -3.580 0.314  0.497
H15 0.440 -2.730 1.252  0.477
O2 0.276 -3.277 0.570  -0.963



> Among the records above, which one has the highest ΔE to the lowest compared entry with this formula, charge and spin?

C3H8N2O2



> Which of these has the highest ΔE to the lowest compared entry with this formula, charge and spin?

C3H8N2O2